[1]
Here is C50H54CdN4OP2 as an isolated structure from the Open Molecules 2025 dataset. Energies are from ωB97M-V with the def2-TZVPD basis set.

gap between HOMO and LUMO	7.80	eV
total charge	+2

Geometry as XYZ:
```
112
Properties=species:S:1:pos:R:3:forces:R:3
Cd 0.62088 -0.06328 -0.04216 -0.049 -0.119 -0.568
C 6.19028 -3.74290 2.34496 -0.065 0.116 0.008
C 5.78590 -2.26837 2.50975 0.109 -0.117 0.066
C 6.82814 -1.51857 3.35449 -0.148 -0.046 -0.051
C 4.43528 -2.22037 3.19921 -0.012 0.107 -0.227
C 4.28905 -2.71172 4.49290 -0.189 0.114 -0.134
C 3.05689 -2.75895 5.11859 -0.031 -0.067 0.115
C 1.92842 -2.33807 4.44579 0.081 0.129 -0.259
C 2.04461 -1.80985 3.16510 0.252 0.224 -0.464
P 0.51097 -1.31067 2.29496 0.175 -0.195 0.672
C -0.20298 -2.99671 2.18165 -0.029 0.153 -0.208
C 0.44212 -3.76703 1.21089 0.155 0.279 0.106
C 0.10016 -5.08931 1.01259 -0.042 -0.104 -0.008
C -0.89735 -5.66760 1.78509 0.066 0.048 -0.032
C -1.55180 -4.90514 2.73675 -0.095 -0.071 0.025
C -1.21973 -3.57271 2.93090 0.091 0.204 0.105
C -0.15351 -0.16621 3.55706 -0.153 -0.020 -0.424
C -0.92888 -0.47136 4.67105 -0.059 -0.021 -0.086
C -1.23017 0.52285 5.59087 -0.033 -0.008 0.100
C -0.75003 1.81068 5.42372 0.031 0.041 -0.051
C 0.03825 2.11721 4.32598 0.117 -0.046 0.172
C 0.32029 1.13743 3.39590 0.025 -0.115 -0.156
C 3.29839 -1.73633 2.55616 -0.229 -0.152 0.560
O 3.32020 -1.15899 1.30804 0.251 -0.104 0.042
C 4.53058 -1.06952 0.65987 0.369 0.074 -0.436
C 4.51637 -0.38247 -0.55330 -0.430 -0.289 0.256
C 5.68199 -0.26409 -1.30267 -0.175 -0.102 0.172
C 6.84133 -0.86753 -0.85746 0.073 0.095 -0.062
C 6.85092 -1.52520 0.35711 -0.208 0.086 -0.038
C 5.71127 -1.61736 1.14747 -0.265 0.028 0.162
P 3.00479 0.48926 -1.09406 0.700 0.360 0.008
C 3.17524 0.24890 -2.89080 -0.349 0.040 0.091
C 3.06846 1.22045 -3.87936 0.059 -0.017 0.141
C 3.18564 0.85350 -5.21284 -0.017 0.094 -0.094
C 3.37524 -0.47142 -5.56740 -0.034 0.037 -0.037
C 3.45052 -1.44822 -4.58569 -0.046 -0.003 -0.020
C 3.34875 -1.08816 -3.25827 0.029 0.063 0.141
C 3.52029 2.14777 -0.51562 -0.349 -0.002 -0.087
C 4.18117 3.12928 -1.24486 -0.118 -0.153 -0.058
C 4.56702 4.30413 -0.61643 0.069 0.062 -0.021
C 4.33269 4.49379 0.73539 -0.023 -0.019 -0.029
C 3.70593 3.50137 1.47470 0.044 0.068 0.059
C 3.29555 2.34241 0.84802 -0.190 -0.185 -0.130
H 6.24782 -4.22648 3.31464 0.042 -0.114 0.123
H 7.16005 -3.82885 1.86402 0.129 -0.015 -0.038
H 5.45841 -4.27243 1.73806 -0.054 -0.071 -0.038
H 6.90459 -1.96166 4.34103 0.072 -0.044 0.167
H 6.54645 -0.47374 3.46477 -0.003 0.102 0.033
H 7.80873 -1.56217 2.89105 0.119 -0.020 -0.034
H 5.15144 -3.07198 5.03019 0.150 -0.049 0.000
H 2.97703 -3.13674 6.12629 -0.013 -0.067 0.057
H 0.95499 -2.41920 4.90425 -0.064 0.003 0.119
H 1.22751 -3.31203 0.61188 0.042 -0.118 -0.012
H 0.61054 -5.67125 0.26055 0.067 -0.052 -0.068
H -1.15613 -6.70695 1.65126 -0.030 -0.069 -0.023
H -2.32670 -5.35555 3.33922 -0.070 0.007 0.057
H -1.76569 -3.00282 3.66554 -0.041 0.039 0.055
H -1.30432 -1.46929 4.83796 0.022 -0.024 0.025
H -1.83052 0.29212 6.45828 -0.080 -0.075 0.019
H -1.00119 2.58026 6.13651 0.012 0.044 0.125
H 0.42559 3.11651 4.19937 0.011 0.112 -0.056
H 0.90403 1.39375 2.51280 0.003 0.006 0.118
H 5.67317 0.29070 -2.22839 0.036 0.001 -0.111
H 7.74139 -0.80942 -1.44670 0.121 0.035 -0.073
H 7.76866 -1.96936 0.70584 0.127 -0.059 0.058
H 2.90168 2.25759 -3.62312 -0.008 0.040 -0.018
H 3.13087 1.61183 -5.97947 -0.025 0.057 -0.054
H 3.45602 -0.74630 -6.60759 0.037 0.002 -0.099
H 3.59147 -2.48366 -4.85270 0.033 -0.111 -0.047
H 3.42202 -1.83966 -2.48148 0.057 -0.115 -0.054
H 4.40581 2.98853 -2.29154 0.028 -0.005 -0.054
H 5.06541 5.07331 -1.18756 0.044 0.040 -0.042
H 4.64371 5.40933 1.21297 0.042 0.090 0.049
H 3.54704 3.62968 2.53489 -0.029 0.020 0.088
H 2.81844 1.54967 1.41941 0.035 0.064 0.082
C -0.45450 1.15917 -2.99179 0.072 -0.234 -0.132
N -0.61441 1.67707 -1.62777 0.187 -0.150 0.269
C 0.14824 2.92823 -1.53454 0.122 0.143 0.153
C -2.05631 1.93629 -1.46252 -0.297 0.065 0.419
C -2.47636 2.54538 -0.13041 0.159 -0.230 -0.235
N -2.43948 1.59550 0.98441 0.008 0.061 -0.107
C -3.65399 0.77993 0.99825 0.031 0.105 -0.059
C -2.41071 2.34538 2.23725 0.049 -0.019 0.056
H -0.82602 1.88419 -3.72744 0.070 -0.004 0.032
H -1.02068 0.23704 -3.11002 -0.019 0.013 0.008
H 0.59576 0.95607 -3.19808 -0.041 -0.003 -0.017
H -0.30419 3.72011 -2.14249 -0.004 -0.030 -0.084
H 1.16512 2.75795 -1.89010 -0.040 0.036 0.039
H 0.20575 3.28410 -0.50672 0.032 -0.034 0.008
H -2.57693 0.98813 -1.61370 -0.019 0.019 -0.072
H -2.38533 2.62620 -2.25311 0.074 -0.097 -0.044
H -3.48838 2.96276 -0.25314 0.083 -0.006 0.038
H -1.81784 3.38169 0.10461 -0.062 0.031 0.050
H -4.54751 1.39185 1.17026 -0.038 0.038 0.013
H -3.57663 0.05792 1.80948 -0.094 -0.112 0.038
H -3.78219 0.25674 0.05406 -0.036 -0.072 -0.042
H -3.27628 3.01313 2.33143 -0.054 0.030 -0.044
H -1.50309 2.94188 2.30027 -0.035 0.004 -0.016
H -2.43169 1.64543 3.06791 0.044 0.003 0.131
N -2.04125 -1.82016 0.33852 -0.288 0.213 -0.167
C -1.51927 -2.31961 -0.81185 -0.036 -0.164 -0.160
C -2.06955 -3.46292 -1.41803 0.146 0.097 -0.092
C -1.50540 -3.93694 -2.57782 -0.001 0.230 0.279
C -0.39622 -3.27549 -3.11020 0.187 0.177 0.052
C 0.09800 -2.17784 -2.44501 0.062 -0.281 -0.518
N -0.44496 -1.69857 -1.31716 -0.088 0.173 0.507
H -2.93732 -2.18234 0.62185 0.043 0.127 0.098
H -1.85949 -0.84752 0.55071 -0.294 -0.026 0.022
H -2.92514 -3.93793 -0.96265 -0.076 -0.053 -0.002
H -1.91847 -4.80071 -3.07560 -0.042 -0.084 -0.017
H 0.06758 -3.61016 -4.02246 0.074 -0.012 -0.100
H 0.94788 -1.62860 -2.83472 -0.047 -0.072 0.020
```
Forces are in eV/Å.

[2]
Here is C6H16F2GaN4O4 as an isolated structure from the Open Molecules 2025 dataset. Energies are from ωB97M-V with the def2-TZVPD basis set.

gap between HOMO and LUMO	7.52	eV
total charge	-1

Geometry as XYZ:
```
33
Properties=species:S:1:pos:R:3:forces:R:3
O -1.00733 2.41470 -2.88070 3.352 -1.086 1.467
C -0.19581 1.83194 -2.15342 -3.035 0.044 0.155
F 1.19442 2.08848 -2.23954 -2.579 -0.149 -0.039
C -0.66471 0.77180 -1.03926 0.752 0.867 -0.404
Ga 1.01257 -0.27785 -0.44798 -0.063 -0.655 0.081
F 1.84269 0.63233 0.99465 -0.465 -0.375 -0.182
C 0.39689 -2.15117 0.14344 -0.608 -0.748 -0.080
C 0.30053 -3.23188 -1.03335 -0.054 -0.373 1.441
O 1.61578 -3.54930 -1.57413 -0.539 0.637 0.340
H -1.47544 0.07259 -1.45121 1.143 1.387 0.257
H -1.12343 1.33506 -0.14842 0.695 -0.538 -1.470
H 2.09549 -0.42908 -1.61119 0.047 0.122 0.064
H 1.12336 -2.57534 0.91896 -1.138 0.418 -0.797
H -0.66794 -2.06303 0.58019 1.577 -0.235 -0.328
H -0.45102 -2.95152 -1.85733 1.274 -0.231 1.012
H -0.06125 -4.20993 -0.53908 0.250 1.249 -0.942
H 2.26640 -2.96414 -1.13505 -0.668 -0.265 -0.362
C 3.91672 -1.69103 3.16283 -0.519 0.189 -0.593
O 3.94211 -2.34403 2.13094 0.182 -0.088 0.275
N 4.76882 -1.92905 4.19932 0.768 -0.445 0.559
N 3.04330 -0.67641 3.36901 -0.412 0.019 -0.051
H 4.76670 -1.40651 5.05528 -0.042 -0.008 -0.102
H 5.43319 -2.67533 4.08434 -0.122 0.141 0.007
H 2.39160 -0.46495 2.62348 0.105 0.341 -0.260
H 3.01081 -0.13225 4.21064 0.074 -0.065 -0.063
C -4.56694 2.82178 -1.65514 0.548 -0.456 -0.151
O -4.28339 1.63643 -1.60561 -0.283 0.195 0.058
N -3.72176 3.76061 -2.15089 0.482 0.222 -0.278
N -5.76092 3.30691 -1.21546 -0.884 0.060 0.353
H -3.94167 4.73803 -2.19801 -0.049 -0.097 0.047
H -2.82289 3.44476 -2.48874 0.010 -0.115 0.056
H -6.41555 2.64177 -0.84033 0.132 0.108 -0.062
H -6.01557 4.27654 -1.24632 0.067 -0.072 -0.009
```
Forces are in eV/Å.

[3]
Here is C34H57FeN3O2SSi as an isolated structure from the Open Molecules 2025 dataset. Energies are from ωB97M-V with the def2-TZVPD basis set.

energy relative to the best compared isomer or geometry (same formula, charge and spin)	2.001	eV
spin multiplicity	6
gap between HOMO and LUMO (alpha / beta)	8.26 / 5.98	eV
total charge	+1

Geometry as XYZ:
```
99
Properties=species:S:1:pos:R:3:forces:R:3
O 0.81847 -1.57583 0.62198 -0.051 -0.300 0.078
O 0.83538 -0.31438 -4.49908 -0.344 -0.513 -0.468
C 2.24970 -1.85592 0.44300 0.141 0.284 -0.156
C 2.78165 -2.98693 1.28326 -0.158 -0.387 0.308
H 2.75058 -0.92725 0.71472 -0.090 0.057 -0.186
H 2.39951 -2.06645 -0.61920 0.016 0.255 0.125
H 2.58377 -2.84504 2.34879 -0.056 0.007 -0.197
H 3.86661 -3.06226 1.16340 -0.135 0.168 -0.129
H 2.36680 -3.95147 0.98259 0.031 0.046 0.045
C -0.04748 -2.73998 0.41554 -0.217 -0.191 0.135
C -0.00603 -3.29674 -0.98276 -0.048 0.262 -0.100
H -1.06501 -2.39290 0.63276 0.176 0.028 0.073
H 0.19585 -3.49265 1.17066 0.067 0.188 -0.106
H -0.42103 -2.58586 -1.70252 0.188 -0.047 -0.008
H -0.63103 -4.18989 -1.00023 0.054 -0.046 -0.022
H 1.00422 -3.57435 -1.27701 -0.046 -0.097 -0.100
C -0.24005 0.25537 -5.27208 0.627 0.025 0.340
C 1.77580 -1.11067 -5.23960 -0.283 0.494 0.263
C -1.54532 -0.50060 -5.14321 0.022 -0.137 -0.026
H 0.03946 0.30758 -6.33981 0.042 0.244 0.391
H -0.34339 1.25894 -4.83814 -0.101 -0.052 -0.449
H -1.45959 -1.51321 -5.53986 -0.009 0.010 0.101
H -2.31056 0.01193 -5.72391 -0.105 0.068 -0.028
H -1.88036 -0.54476 -4.10610 0.059 -0.037 0.027
C 1.19995 -2.26236 -6.03993 -0.043 -0.059 0.063
H 2.45105 -1.48910 -4.46309 0.055 0.123 -0.294
H 2.31807 -0.44072 -5.92489 0.116 -0.153 0.181
H 0.63163 -2.95700 -5.41779 -0.034 0.091 0.000
H 2.02867 -2.81696 -6.47776 0.051 -0.046 -0.068
H 0.57393 -1.91614 -6.86429 -0.030 -0.038 0.078
H 1.44009 1.56928 -2.57813 0.139 0.713 -0.394
N -0.94788 -1.01755 3.35684 0.806 -0.041 0.305
C -1.68125 -0.36646 4.30169 -3.122 -2.033 -2.065
C -2.47783 0.77549 3.97088 1.069 0.656 -0.170
C -2.34648 1.60308 2.84261 0.344 -0.359 -0.554
C -2.16181 -1.17772 5.49191 0.956 0.833 1.412
H -1.36862 -1.79206 5.94068 -0.086 0.216 -0.283
H -3.01208 -1.85635 5.34489 0.137 0.465 -0.552
H -2.41816 -0.43512 6.26171 -0.223 -0.396 -0.088
C -3.18155 2.84737 2.78296 -0.470 -0.440 0.174
H -3.83855 2.82644 1.90677 0.096 0.146 0.103
H -2.59256 3.77095 2.77286 -0.023 -0.327 -0.054
H -3.78188 2.81320 3.68280 -0.347 0.463 0.008
N -1.52744 1.35656 1.79838 0.348 -1.087 0.008
C -0.54857 -2.40441 3.62702 -0.091 0.315 0.152
C 0.67447 -2.77002 4.26041 -1.250 -0.328 -0.699
C 1.78145 -1.90914 4.82709 0.251 -0.858 -0.136
C 0.86999 -4.14769 4.43212 0.903 0.960 0.357
H 1.80601 -4.37158 4.95233 -0.358 -0.481 -0.222
C -0.01366 -5.10738 4.02062 -0.257 -0.893 -0.045
H 0.24865 -6.15975 4.20537 -0.352 0.508 -0.185
C -1.21334 -4.73597 3.41145 0.420 0.444 0.135
H -1.93265 -5.48726 3.10296 0.055 0.054 0.004
C -1.50061 -3.38159 3.20935 0.651 -0.320 0.353
C -2.81635 -3.02844 2.56239 0.135 0.637 0.049
C -1.76945 1.94031 0.51108 -0.319 1.029 -0.391
C -1.19451 3.17693 0.15074 -0.351 -0.216 -0.026
C -0.25286 3.89253 1.07441 0.208 0.340 0.009
C -1.55142 3.76064 -1.07083 -0.015 -0.458 0.017
H -1.11891 4.73001 -1.32956 -0.156 -0.322 -0.005
C -2.41607 3.10324 -1.94896 -0.107 -0.037 0.012
H -2.66069 3.55305 -2.91468 0.057 -0.109 0.354
C -2.97283 1.86841 -1.60103 0.597 0.288 0.486
H -3.65302 1.33964 -2.26026 0.063 0.158 -0.041
C -2.65631 1.28560 -0.36779 0.217 0.262 -0.050
C -3.27226 -0.02572 0.01610 -0.339 -0.288 0.024
Fe -0.26552 -0.12265 1.50817 -0.783 -0.171 1.007
H 2.70949 -2.02584 4.23801 -0.199 -0.466 0.469
H 1.91649 -2.23758 5.87294 0.313 0.343 -0.505
H 1.64581 -0.86335 4.78328 -0.475 0.702 0.232
H -2.81508 -1.99081 2.20527 -0.077 -0.248 -0.014
H -3.63918 -3.10115 3.27514 -0.011 -0.075 0.025
H -3.04101 -3.69335 1.72862 0.016 -0.032 0.017
H 0.25027 4.68618 0.51138 0.055 -0.163 0.186
H 0.50846 3.23021 1.50969 -0.209 0.137 -0.105
H -0.77638 4.38685 1.90413 0.118 -0.198 -0.138
H -3.76818 0.00362 1.00006 0.220 -0.026 -0.303
H -2.53923 -0.85230 0.02626 -0.135 0.198 0.079
H -4.02030 -0.29318 -0.73477 0.050 -0.092 0.161
H -3.10422 1.20944 4.74114 0.097 -0.400 0.131
C 1.47132 2.68227 -2.50387 -1.018 -0.629 0.587
Si 2.96553 3.52473 -3.23196 0.486 0.254 -0.440
H 0.53179 3.07757 -2.96224 0.651 -0.315 0.319
H 1.38447 2.86288 -1.41613 0.067 0.191 -0.323
C 4.47813 2.41025 -3.20022 0.162 -0.225 0.055
C 3.38261 5.10252 -2.29817 -0.073 0.144 0.196
C 2.59130 4.02106 -5.00599 -0.054 -0.031 -0.161
H 3.39147 4.66374 -5.40650 -0.224 -0.221 0.087
H 1.64974 4.58959 -5.06196 0.246 -0.137 0.007
H 2.49281 3.14369 -5.66396 0.028 0.241 0.145
H 4.83510 2.25137 -2.16963 -0.077 0.043 -0.278
H 5.30762 2.85698 -3.77425 -0.286 -0.128 0.210
H 4.26552 1.42019 -3.63422 0.045 0.278 0.089
H 3.40098 4.94428 -1.20947 0.026 0.045 -0.236
H 2.64693 5.89430 -2.50825 0.186 -0.188 0.072
H 4.37329 5.48234 -2.59521 -0.306 -0.123 0.053
S 0.39040 0.98270 4.21275 1.257 1.701 -0.161
C 0.23618 0.79910 5.82799 0.901 -1.202 3.685
N 0.28105 0.49142 6.97943 -0.480 1.052 -3.025
```
Forces are in eV/Å.

Number 1: maximum force 0.0153 Eh/bohr. Number 2: maximum force 0.0742 Eh/bohr. Number 3: maximum force 0.0828 Eh/bohr.